1.
Formula: C16H17N3PtS2Si
Source: OMol25
Level of theory: wB97M-V/def2-TZVPD

## Properties
E_LUMO (spin up / spin down): 4.61 / 4.57 eV
⟨S²⟩: 2.014
HOMO-LUMO gap (spin up / spin down): 0.145 / 0.219 hartree

Structure (ORCA input):
```
! RIJCOSX wB97M-V def2-TZVPD def2/J DEFGRID3
* xyz -2 3
Pt 1.06424 0.67871 0.92652
S 2.89730 -0.80968 0.44158
C 2.87008 -1.00515 2.14056
S 1.93369 0.01389 3.12129
C 3.78820 -1.87609 2.69203
C 4.84342 -2.46900 1.95750
N 5.82253 -2.94708 1.54726
C 4.16247 -1.77895 4.03796
N 4.48015 -1.81831 5.18226
C 1.16499 2.14069 -0.49352
C 0.11061 2.21662 -1.46693
C 0.34319 1.82420 -2.79526
C -0.59979 2.02523 -3.76316
C -1.81004 2.63901 -3.45666
C -2.06119 2.99139 -2.13904
C -1.16267 2.79210 -1.14188
C -2.83541 2.85168 -4.40262
N -3.69912 3.05298 -5.14998
H 1.06752 2.97708 0.20911
H 2.14780 2.07682 -0.99485
H 1.35682 1.45284 -3.06310
H -0.35663 1.76427 -4.80637
H -3.03004 3.37227 -1.89049
H -1.35871 3.03161 -0.09904
C -0.37064 -1.75526 -0.80734
Si -1.18838 -1.47023 0.82249
C -3.03553 -1.84110 0.55477
C -0.58673 -2.49302 2.29811
C -0.93726 0.36546 1.35271
H -0.77991 -2.63487 -1.32976
H 0.71261 -1.94322 -0.70112
H -0.53960 -0.83617 -1.36287
H -3.11307 -2.90282 0.21883
H -3.44709 -1.22405 -0.23326
H -3.59926 -1.79556 1.48603
H -0.49939 -3.57431 2.13603
H -1.31473 -2.33227 3.10176
H 0.41034 -2.12157 2.60989
H -1.19250 0.34850 2.44824
H -1.65827 1.01336 0.81233
*
```

These are the natural (NBO) partial charges, in e, on atoms 1 to 5: atom 1 (Pt): 0.686, atom 2 (S): -0.156, atom 3 (C): -0.235, atom 4 (S): -0.223, atom 5 (C): -0.532

***

2.
Formula: C16H17N5O2S2
Source: OMol25
Level of theory: wB97M-V/def2-TZVPD

## Properties
E_LUMO: 0.63 eV
Energy above the lowest of the compared OMol25 structures with the same formula, charge and spin: 16.36 kJ/mol
HOMO-LUMO gap: 0.326 hartree
Structure (SMILES): O=C(CSc1nnc(CCCO)n1-c1ccccc1)Nc1nccs1

Structure (ORCA input):
```
! RIJCOSX wB97M-V def2-TZVPD def2/J DEFGRID3
* xyz 0 1
O -3.92697 -0.73857 0.05908
C -3.33510 -1.03332 -0.95213
C -2.53862 -2.30477 -1.11373
S -1.26083 -2.37486 0.18128
C -0.40762 -0.91865 -0.21914
N -0.65244 -0.12170 -1.22212
N 0.24145 0.88225 -1.16676
C 1.02979 0.68784 -0.15163
C 2.10132 1.60062 0.31164
C 1.65227 2.38811 1.55029
C 0.55560 3.38848 1.19655
O 1.13962 4.43190 0.44653
N 0.66037 -0.46418 0.50599
C 1.20319 -1.04167 1.67121
C 2.52459 -1.46856 1.68469
C 3.04801 -2.02503 2.83765
C 2.25778 -2.16229 3.96645
C 0.93699 -1.74595 3.94381
C 0.40413 -1.18300 2.79898
N -3.37370 -0.18453 -2.03207
C -2.64484 -0.20317 -3.19154
N -2.14927 -1.23583 -3.77857
C -1.48764 -0.89725 -4.91177
C -1.49009 0.42132 -5.22097
S -2.35240 1.31414 -4.02715
H -3.17600 -3.16792 -0.92346
H -2.06692 -2.36870 -2.09248
H 2.32097 2.30343 -0.49152
H 3.00106 1.03137 0.54991
H 2.50360 2.94453 1.94315
H 1.29303 1.70656 2.32413
H 0.10732 3.78887 2.11863
H -0.22967 2.88703 0.61584
H 0.44374 4.97272 0.06162
H 3.12870 -1.37695 0.79418
H 4.07491 -2.35769 2.85059
H 2.67043 -2.59911 4.86305
H 0.31755 -1.85776 4.82044
H -0.62407 -0.85512 2.77090
H -3.83026 0.69755 -1.82620
H -1.02135 -1.67736 -5.48499
H -1.04862 0.91723 -6.06039
*
```

These are the natural (NBO) partial charges, in e, on atoms 1 to 5: atom 1 (O): -0.586, atom 2 (C): 0.696, atom 3 (C): -0.642, atom 4 (S): 0.298, atom 5 (C): 0.177

***

3.
Formula: C16H17NO
Source: OMol25
Level of theory: wB97M-V/def2-TZVPD

## Properties
E_LUMO: 0.73 eV
Energy above the lowest of the compared OMol25 structures with the same formula, charge and spin: 88.47 kJ/mol
HOMO-LUMO gap: 0.315 hartree
Structure (SMILES): Cc1c[nH]c2ccccc12.Cc1ccc(O)cc1

Structure (ORCA input):
```
! RIJCOSX wB97M-V def2-TZVPD def2/J DEFGRID3
* xyz 0 1
C 0.43824 -3.35472 -0.98374
C -0.19101 -2.11562 -1.51598
C 0.35890 -0.89130 -1.28481
N -0.24483 0.05543 -2.09691
C -1.32845 -0.52595 -2.72795
C -2.35807 0.04636 -3.47916
C -3.39485 -0.82312 -3.78269
C -3.40229 -2.20391 -3.53369
C -2.36413 -2.70459 -2.76851
C -1.30583 -1.88493 -2.37922
H -0.22919 -3.99586 -0.39587
H 1.33927 -3.12220 -0.42715
H 0.71403 -4.08005 -1.76137
H 1.25809 -0.59241 -0.76668
H -0.21161 1.05391 -1.98705
H -2.48083 1.07997 -3.76002
H -4.21510 -0.40915 -4.36494
H -4.24972 -2.78349 -3.86519
H -2.37005 -3.75993 -2.52606
C -0.91589 2.81596 2.14659
C 0.36606 2.18436 2.60330
C 1.13938 2.88637 3.53722
C 2.47945 2.59317 3.68858
C 2.93170 1.35778 3.22507
O 4.16627 0.81832 3.57065
C 2.09996 0.51325 2.51007
C 0.81630 0.94468 2.18542
H -0.78947 3.88072 2.01816
H -1.72824 2.57789 2.84317
H -1.33949 2.48200 1.19421
H 0.67172 3.77364 3.95122
H 3.22871 3.27429 4.07352
H 4.83318 1.47811 3.43456
H 2.46501 -0.48417 2.30902
H 0.17641 0.37226 1.52138
*
```

These are the natural (NBO) partial charges, in e, on atoms 1 to 5: atom 1 (C): -0.627, atom 2 (C): -0.079, atom 3 (C): -0.038, atom 4 (N): -0.551, atom 5 (C): 0.219

***

4.
Formula: C16H17NO
Source: OMol25
Level of theory: wB97M-V/def2-TZVPD

## Properties
E_LUMO: 0.82 eV
Energy above the lowest of the compared OMol25 structures with the same formula, charge and spin: 68.48 kJ/mol
HOMO-LUMO gap: 0.315 hartree
Structure (SMILES): Cc1c[nH]c2ccccc12.Cc1ccc(O)cc1

Structure (ORCA input):
```
! RIJCOSX wB97M-V def2-TZVPD def2/J DEFGRID3
* xyz 0 1
C -2.37179 3.48853 0.37456
C -1.01631 3.33232 1.00262
C 0.11451 3.92339 0.52504
N 1.21701 3.37505 1.13442
C 0.81097 2.40987 2.00998
C 1.56826 1.59298 2.85123
C 0.84246 0.69545 3.61138
C -0.55476 0.58932 3.63461
C -1.25826 1.46302 2.83234
C -0.60184 2.35618 1.96340
H -2.94154 2.56303 0.39148
H -2.24673 3.86378 -0.63060
H -2.99502 4.26255 0.83228
H 0.20607 4.67834 -0.23846
H 2.15751 3.64791 0.92815
H 2.61387 1.76566 3.06293
H 1.49874 0.10667 4.24851
H -1.03330 -0.04216 4.35897
H -2.32964 1.47884 2.67084
C -0.36760 -4.34404 -0.41394
C 0.12578 -3.40245 -1.48008
C -0.18810 -2.04240 -1.42153
C 0.15805 -1.20593 -2.48617
C 0.98784 -1.69572 -3.48188
O 1.58872 -0.73772 -4.27357
C 1.19162 -3.05653 -3.64298
C 0.68875 -3.88490 -2.64419
H 0.43225 -4.96050 -0.06665
H -1.13124 -5.02798 -0.76961
H -0.73818 -3.81857 0.46287
H -0.75752 -1.63775 -0.63967
H -0.08083 -0.16051 -2.34505
H 1.87915 -1.14803 -5.10008
H 1.66914 -3.47868 -4.51539
H 0.86195 -4.94898 -2.74576
*
```

These are the natural (NBO) partial charges, in e, on atoms 1 to 5: atom 1 (C): -0.628, atom 2 (C): -0.087, atom 3 (C): -0.032, atom 4 (N): -0.521, atom 5 (C): 0.149

***

5.
Formula: C16H17NO4S
Source: OMol25
Level of theory: wB97M-V/def2-TZVPD

## Properties
E_LUMO: 0.63 eV
Energy above the lowest of the compared OMol25 structures with the same formula, charge and spin: 179.56 kJ/mol
HOMO-LUMO gap: 0.332 hartree
Structure (SMILES): COc1ccc(S(=O)(=O)N2c3ccccc3OC[C@H]2C)cc1

Structure (ORCA input):
```
! RIJCOSX wB97M-V def2-TZVPD def2/J DEFGRID3
* xyz 0 1
C 3.20296 5.44785 1.43158
O 1.88622 4.94509 1.39685
C 1.66598 3.72123 0.86358
C 2.65645 2.88378 0.35327
C 2.30972 1.64844 -0.16844
C 0.99031 1.24774 -0.17967
S 0.53705 -0.31907 -0.90969
O -0.17984 -0.05737 -2.11884
O 1.70647 -1.15296 -1.00077
N -0.56039 -0.92946 0.23165
C -1.69967 -1.56881 -0.31218
C -2.64412 -0.83267 -1.01499
C -3.77802 -1.44475 -1.51381
C -3.98838 -2.79759 -1.29795
C -3.05818 -3.54010 -0.59884
C -1.90185 -2.93871 -0.11252
O -1.02229 -3.72881 0.56995
C 0.20907 -3.12325 0.90297
C -0.01570 -1.67698 1.35847
C 1.23930 -1.04948 1.94149
C -0.00445 2.07115 0.31938
C 0.33031 3.30026 0.84346
H 3.62228 5.54187 0.42556
H 3.12686 6.43516 1.88376
H 3.85637 4.81901 2.04376
H 3.69236 3.18181 0.35399
H 3.05906 0.98359 -0.56784
H -2.46611 0.21700 -1.18017
H -4.50086 -0.86379 -2.06516
H -4.87736 -3.27694 -1.67854
H -3.19401 -4.59572 -0.42472
H 0.88434 -3.11465 0.03796
H 0.63767 -3.73771 1.69793
H -0.80626 -1.67921 2.12446
H 2.05361 -1.09691 1.22546
H 1.05375 -0.01125 2.20559
H 1.52495 -1.59373 2.83873
H -1.02787 1.73306 0.29730
H -0.41941 3.96425 1.24288
*
```

These are the natural (NBO) partial charges, in e, on atoms 1 to 5: atom 1 (C): -0.255, atom 2 (O): -0.484, atom 3 (C): 0.318, atom 4 (C): -0.271, atom 5 (C): -0.167

***

6.
Formula: C16H17NO4S2
Source: OMol25
Level of theory: wB97M-V/def2-TZVPD

## Properties
E_LUMO: 0.03 eV
Energy above the lowest of the compared OMol25 structures with the same formula, charge and spin: 1572.31 kJ/mol
HOMO-LUMO gap: 0.316 hartree

Structure (ORCA input):
```
! RIJCOSX wB97M-V def2-TZVPD def2/J DEFGRID3
* xyz 0 1
O 0.06189 -0.11978 -2.23136
S 0.20669 -0.21027 -0.87851
O 0.96563 -1.35838 -0.22258
N -1.29288 0.09639 -0.24320
H -1.36776 -0.22711 0.52241
C -2.43842 -0.27682 -0.98670
C -2.61250 -1.72322 -0.85591
H -3.20304 -2.25565 -1.68117
H -1.45110 -2.32246 -1.31015
S -2.90787 -2.45667 0.75114
C -1.71148 -3.92027 1.02637
C -2.37556 -5.02495 1.32114
C -1.93445 -6.23871 1.35449
C -0.41430 -6.30482 1.31024
C 0.20998 -5.14156 0.67119
C -0.58580 -3.83233 0.73293
H -0.18949 -3.01993 0.30024
H 1.16179 -5.06543 0.61124
H 0.17003 -7.33067 1.35516
H -2.31333 -7.08504 2.00884
H -3.54082 -5.00883 1.51767
H -2.12616 0.07189 -1.84853
H -3.20899 0.08310 -0.51357
C 1.05226 1.53378 -0.20907
C 0.99649 2.48994 -1.20268
C 1.31871 3.71525 -0.65879
C 2.06039 3.85480 0.32791
C 2.62251 2.54914 1.15730
C 1.85409 1.56217 0.78873
H 2.02748 0.52119 1.27674
H 3.27636 2.62815 1.94997
O 2.89067 4.95790 0.68863
C 2.78806 5.97350 -0.08354
C 1.26012 6.17563 -0.74534
H 1.22031 6.98551 -1.42042
O 1.13178 4.85546 -1.21340
H 0.72238 6.22935 0.02475
H 2.98913 6.97882 0.64705
H 3.50066 5.82377 -0.92295
H 0.20425 2.66607 -1.78405
*
```

These are the natural (NBO) partial charges, in e, on atoms 1 to 5: atom 1 (O): -0.937, atom 2 (S): 2.228, atom 3 (O): -0.932, atom 4 (N): -0.784, atom 5 (H): 0.351